{
  "formula": "C4H7NO",
  "method": "the ωB97M-V functional and the def2-TZVPD basis",
  "elements": ["C", "C", "N", "C", "C", "H", "H", "H", "H", "H", "H", "H", "O"],
  "positions_angstrom": [[-1.6133, -0.7337, 0.7456], [-0.4432, -0.0161, 0.9331], [0.2453, -0.1456, -0.2390], [-0.3734, -0.9739, -1.1017], [-1.5133, -1.4741, -0.4650], [-2.5066, -0.5998, 1.3397], [-0.1380, 0.5350, 1.8052], [1.0387, 0.4302, -0.4804], [0.1350, -1.3121, -1.9946], [-2.3540, -2.0074, -0.8804], [2.1050, 2.5274, 0.5443], [2.9705, 2.0958, -0.4486], [2.4472, 1.6744, 0.2418]],
  "forces_ev_per_a": [[0.20, -0.12, 0.44], [-1.42, -0.34, -0.78], [1.16, 0.60, 0.35], [-0.70, -1.53, 0.32], [-0.14, 1.83, -0.38], [0.21, -0.56, 0.32], [0.23, 0.34, -0.33], [0.20, -0.30, 0.32], [-0.21, 0.28, -0.05], [0.36, -0.32, -0.18], [-0.66, -0.38, 0.85], [0.63, -0.82, -0.56], [0.14, 1.33, -0.33]],
  "homo_lumo_gap_ev": 8.325,
  "e_homo_ev": -7.9,
  "smiles": "c1cc[nH]c1.O",
  "relative_energy_kcal_mol": 28.8
}

{
  "formula": "C4H5NO",
  "method": "the ωB97M-V functional and the def2-TZVPD basis",
  "elements": ["C", "C", "C", "C", "N", "O", "H", "H", "H", "H", "H"],
  "positions_angstrom": [[0.9379, 1.1791, 0.8363], [-0.1048, 0.2571, 0.2628], [0.1663, -0.6814, -0.6787], [-1.0748, -1.3161, -0.9242], [-2.0399, -0.8187, -0.2000], [-1.4112, 0.2164, 0.5836], [1.1109, 1.0136, 1.9058], [1.8667, 0.9328, 0.2986], [0.7194, 2.2392, 0.6675], [1.1219, -0.8939, -1.1360], [-1.2925, -2.1282, -1.6158]],
  "forces_ev_per_a": [[-0.25, -0.05, 0.01], [0.37, -0.37, -0.44], [0.00, -0.18, -0.17], [-0.31, 0.08, 0.16], [0.75, 0.65, 0.39], [0.21, -0.46, -0.48], [-0.17, 0.05, -0.18], [-0.31, 0.19, 0.29], [-0.10, -0.22, 0.08], [-0.15, 0.05, 0.08], [-0.04, 0.25, 0.24]],
  "homo_lumo_gap_ev": 10.550,
  "e_homo_ev": -9.6,
  "smiles": "Cc1ccno1",
  "relative_energy_kcal_mol": 34.0
}

{
  "formula": "C43H44AsCl3N4OPPdS",
  "method": "the ωB97M-V functional and the def2-TZVPD basis",
  "elements": ["Pd", "Cl", "C", "C", "C", "Cl", "C", "O", "C", "Cl", "C", "H", "H", "N", "C", "N", "C", "C", "C", "C", "C", "C", "S", "H", "H", "H", "H", "H", "H", "C", "C", "C", "C", "N", "N", "H", "H", "H", "H", "H", "H", "H", "H", "H", "H", "H", "H", "C", "C", "As", "C", "C", "C", "C", "C", "C", "C", "C", "C", "C", "C", "C", "P", "C", "C", "C", "C", "C", "C", "C", "C", "C", "C", "C", "C", "H", "H", "H", "H", "H", "H", "H", "H", "H", "H", "H", "H", "H", "H", "H", "H", "H", "H", "H", "H", "H", "H", "H", "H"],
  "positions_angstrom": [[-0.2701, -0.7537, -1.6770], [6.7286, -3.1235, -2.0326], [5.3403, -2.0845, -2.0863], [4.1062, -2.6097, -2.4179], [3.0249, -1.7523, -2.4309], [1.4400, -2.3752, -2.8445], [3.0686, -0.3806, -2.1117], [2.0135, 0.3502, -2.0872], [4.3631, 0.0778, -1.7706], [4.5137, 1.7390, -1.2885], [5.4735, -0.7390, -1.7661], [3.9921, -3.6577, -2.6564], [6.4401, -0.3356, -1.4977], [0.3837, 2.4768, -1.5503], [-0.9065, 2.1806, -1.5218], [-1.4188, 0.9580, -1.4574], [-2.8164, 0.9784, -1.5153], [-3.6428, -0.1390, -1.5251], [-5.0137, 0.0521, -1.5759], [-5.5601, 1.3342, -1.6126], [-4.7411, 2.4518, -1.6099], [-3.3694, 2.2560, -1.5684], [-2.0995, 3.4504, -1.5945], [1.1284, 1.7541, -1.5810], [0.6600, 3.4435, -1.5754], [-3.2155, -1.1340, -1.4761], [-5.6687, -0.8086, -1.5840], [-6.6332, 1.4600, -1.6533], [-5.1601, 3.4484, -1.6519], [-2.5051, -1.0629, -6.3862], [-1.3779, -1.9360, -5.8447], [-0.0217, -1.4378, -6.3567], [-1.5818, -3.3877, -6.2623], [-1.4665, -1.9478, -4.3673], [-1.0936, -0.7279, -3.7277], [-2.4678, -1.0290, -7.4751], [-2.4212, -0.0335, -6.0280], [-3.4742, -1.4571, -6.0803], [0.0536, -1.6197, -7.4288], [0.8025, -1.9612, -5.8682], [0.1158, -0.3614, -6.2210], [-1.6683, -3.4591, -7.3458], [-2.4923, -3.7888, -5.8161], [-0.7360, -4.0067, -5.9528], [-0.8885, -2.6895, -3.9969], [-1.9396, -0.1715, -3.6477], [-0.4330, -0.1951, -4.2950], [0.9685, 0.8203, 1.1594], [1.3724, 0.7993, 2.6391], [-0.0990, 0.9645, 3.9692], [0.9922, 1.6954, 5.4140], [0.3653, 2.5112, 6.3542], [1.0727, 3.0155, 7.4337], [2.4160, 2.7003, 7.5938], [3.0438, 1.8792, 6.6711], [2.3348, 1.3776, 5.5858], [-0.8026, 2.6719, 3.3114], [-2.1737, 2.7952, 3.1070], [-2.7225, 3.9995, 2.6803], [-1.8985, 5.0882, 2.4431], [-0.5269, 4.9747, 2.6399], [0.0154, 3.7762, 3.0790], [0.4081, -0.7547, 0.4641], [1.7432, -1.9486, 0.5948], [1.4787, -3.2823, 0.2733], [2.4891, -4.2259, 0.3341], [3.7713, -3.8454, 0.7116], [4.0439, -2.5210, 1.0180], [3.0360, -1.5705, 0.9528], [-0.9340, -1.3570, 1.5201], [-0.7659, -2.4182, 2.4092], [-1.8034, -2.7892, 3.2511], [-3.0137, -2.1130, 3.2103], [-3.1827, -1.0487, 2.3366], [-2.1446, -0.6660, 1.5049], [1.8107, 1.1185, 0.5278], [0.1761, 1.5506, 0.9751], [2.0428, 1.6442, 2.8062], [1.9354, -0.1031, 2.8809], [-0.6827, 2.7663, 6.2388], [0.5756, 3.6547, 8.1518], [2.9689, 3.0921, 8.4372], [4.0889, 1.6251, 6.7927], [2.8476, 0.7333, 4.8816], [-2.8236, 1.9532, 3.3159], [-3.7940, 4.0869, 2.5463], [-2.3220, 6.0305, 2.1189], [0.1165, 5.8301, 2.4763], [1.0805, 3.7124, 3.2740], [0.4789, -3.5860, -0.0168], [2.2777, -5.2579, 0.0873], [4.5627, -4.5820, 0.7560], [5.0456, -2.2223, 1.2967], [3.2669, -0.5361, 1.1726], [0.1760, -2.9456, 2.4648], [-1.6620, -3.6078, 3.9442], [-3.8213, -2.4098, 3.8662], [-4.1212, -0.5093, 2.3079], [-2.2731, 0.1886, 0.8566]],
  "forces_ev_per_a": [[0.13, 0.39, -0.70], [0.01, -0.02, 0.00], [-0.02, 0.00, 0.00], [-0.01, 0.00, -0.03], [0.01, 0.05, -0.03], [-0.15, -0.14, 0.17], [-0.16, 0.08, 0.12], [-0.20, 0.14, 0.11], [0.03, 0.01, 0.04], [-0.02, -0.01, 0.01], [-0.02, -0.01, 0.02], [0.00, 0.00, 0.00], [0.00, 0.00, 0.00], [0.24, -0.13, 0.14], [-0.11, -0.10, -0.01], [0.17, 0.07, 0.18], [-0.05, -0.11, 0.04], [0.00, -0.02, 0.04], [-0.01, 0.02, 0.00], [0.01, -0.01, -0.01], [0.00, 0.00, -0.03], [-0.02, -0.01, -0.01], [0.00, 0.05, 0.07], [-0.14, 0.01, -0.29], [0.02, -0.02, -0.02], [0.01, 0.00, -0.02], [0.00, 0.00, 0.00], [0.00, 0.00, 0.01], [0.00, -0.01, 0.01], [0.00, 0.00, 0.02], [-0.01, 0.03, -0.04], [-0.01, 0.00, -0.01], [-0.02, 0.00, 0.00], [-0.12, -0.06, 0.11], [0.02, 0.08, 0.17], [0.00, 0.00, 0.00], [0.00, 0.00, -0.02], [0.00, 0.00, 0.00], [-0.01, 0.01, 0.00], [0.00, 0.00, 0.00], [0.01, -0.01, 0.01], [0.02, 0.00, 0.00], [0.00, 0.00, -0.01], [-0.01, 0.00, 0.01], [0.15, 0.00, -0.02], [0.02, 0.04, -0.05], [0.12, -0.05, 0.04], [0.01, 0.01, -0.03], [0.05, 0.04, 0.00], [-0.03, -0.01, -0.12], [-0.02, 0.01, 0.01], [0.00, 0.01, 0.00], [0.01, -0.01, 0.00], [-0.01, 0.00, 0.00], [0.00, 0.00, 0.00], [0.01, -0.02, 0.01], [-0.02, -0.02, -0.01], [0.03, -0.03, 0.03], [-0.02, 0.00, -0.05], [-0.01, 0.00, -0.04], [0.02, 0.00, 0.03], [0.01, 0.00, -0.01], [-0.15, -0.35, 0.04], [0.07, 0.01, 0.02], [0.02, -0.02, 0.08], [0.00, 0.01, 0.01], [0.00, -0.01, 0.01], [0.01, 0.02, 0.00], [0.02, -0.01, -0.07], [0.06, 0.03, 0.10], [0.02, 0.02, 0.01], [0.00, 0.00, -0.01], [0.01, -0.02, 0.01], [-0.01, 0.04, 0.02], [-0.01, 0.03, -0.02], [0.02, 0.03, 0.01], [-0.02, 0.00, 0.04], [0.02, -0.02, 0.01], [-0.05, 0.00, 0.03], [0.00, 0.00, 0.00], [0.00, 0.00, 0.00], [0.00, 0.00, 0.00], [0.00, 0.00, 0.00], [0.00, 0.00, 0.00], [-0.01, -0.04, -0.03], [0.02, 0.00, 0.00], [0.00, -0.01, 0.01], [0.00, 0.00, -0.01], [0.00, 0.01, -0.01], [0.00, 0.01, 0.00], [0.00, 0.00, 0.00], [0.00, 0.00, 0.00], [0.00, 0.00, -0.01], [0.03, -0.02, -0.02], [0.01, -0.01, -0.01], [0.00, 0.00, 0.00], [0.00, 0.00, 0.00], [0.01, 0.00, 0.00], [-0.03, 0.04, -0.06]],
  "homo_lumo_gap_ev": [6.047, 6.048],
  "e_homo_ev": [-9.9, -9.9],
  "charge": 1,
  "relative_energy_kcal_mol": 0.0
}